Here is a molecular structure, C48H40Cl2F3N5P2S2V from the Open Molecules 2025 dataset. Energies are from ωB97M-V/def2-TZVPD.

Each line ends with the Mulliken charge.
Cartesian coordinates (Å):
V 0.44292 0.53367 0.80059  -0.199
Cl -1.50077 -4.47273 0.58214  -0.065
Cl -2.12808 0.21955 3.12543  -0.124
S 2.74482 -1.23189 3.16187  -0.358
S -0.33334 -1.64382 1.26373  0.541
P 2.12578 -1.77383 -0.14700  0.058
P 0.11706 -0.32295 -1.44302  0.083
F -4.01410 8.18653 -0.98540  -0.262
F -5.75834 7.66892 0.16027  -0.264
F -4.04453 8.52743 1.13967  -0.290
N 0.96406 1.13700 2.56045  1.438
N 1.60635 -1.16974 -1.74186  0.403
N 0.79626 0.42124 3.72002  -0.846
N 0.72203 -1.59857 4.82097  -0.378
N 1.25966 2.31417 0.36646  0.525
C 1.32403 -0.81366 3.89131  0.016
C -3.84676 6.27967 0.39309  0.429
C -3.14413 -4.12523 2.68307  -0.699
C -0.95903 1.64138 -3.07505  -0.371
C 5.57176 -3.31913 -1.80814  -0.904
C -1.15915 -2.56356 -2.66129  -0.467
C -2.41787 4.76276 1.56818  -0.525
C -1.31200 2.23164 -4.27724  -0.736
C 1.33825 3.06256 4.04673  -1.901
C -2.66361 3.77241 0.60536  -0.416
C -2.18448 -3.54869 1.87409  0.150
C 1.38956 -4.21968 -1.40167  -0.555
C 1.67116 4.48398 1.34046  -1.106
C -2.26604 -3.35910 -2.88721  -0.627
C 1.19305 -5.58807 -1.38525  -1.136
C -0.18091 0.48842 -3.06638  1.289
C 1.39482 2.87698 -0.82961  -0.068
C -3.53836 -2.04344 -1.33791  -0.428
C -0.90389 1.66713 -5.47395  -0.760
C 1.29676 -6.29439 -0.19971  -0.877
C -2.46588 -1.47440 3.01127  0.331
C 0.21971 -0.07960 -4.27202  -0.331
C -1.12907 1.64494 0.70740  -0.237
C -3.57341 4.04044 -0.42659  -0.453
C -4.15273 5.28682 -0.53448  -1.041
C 1.66188 4.21635 -1.02498  -1.456
C -4.41052 7.65104 0.19126  0.829
C 4.82078 -1.96357 0.48061  -0.589
C -1.75938 -2.22193 2.06091  -0.991
C 1.74638 -4.24937 0.97020  -0.533
C -3.42519 -2.03770 3.82919  -0.572
C 3.88067 -2.20972 -0.50980  0.986
C -1.90976 2.58092 0.65783  0.969
C 6.49881 -3.10105 -0.80008  -0.628
C 1.23249 2.41933 2.69819  0.798
C 1.66525 -3.54230 -0.22438  1.793
C -2.42514 -1.26465 -1.08655  -0.862
C -0.14178 0.50911 -5.46902  -0.822
C -2.99690 6.00748 1.45959  -0.693
C -1.22229 -1.53247 -1.73558  1.354
C 1.40239 3.11144 1.46415  0.796
C -3.45685 -3.10089 -2.22955  -0.813
C 1.57682 -5.62112 0.97849  -0.495
C -3.73659 -3.38025 3.69126  -0.603
C 6.11970 -2.42483 0.34551  -0.691
C 4.26782 -2.89275 -1.65908  -0.255
C 1.79419 5.04339 0.09054  -0.770
C 2.63284 -0.19654 -2.14942  -1.524
H -4.83049 5.51391 -1.34477  0.389
H -1.74716 4.54260 2.38697  0.535
H 6.83317 -2.25790 1.13971  0.442
H 1.74679 4.61282 -2.02311  0.528
H -1.18304 2.12217 -6.41335  0.393
H -2.78144 6.77745 2.18510  0.461
H -0.27187 -1.49691 4.97022  0.212
H 1.65530 -6.16820 1.90706  0.457
H -3.90812 -1.42476 4.57238  0.483
H 1.98697 6.09801 -0.02491  0.446
H 3.49004 -0.73314 -2.55355  0.457
H 1.93769 -3.70966 1.88871  0.069
H 1.76344 5.09995 2.22083  0.303
H 0.95770 -6.10418 -2.30407  0.449
H -1.28575 2.06340 -2.13077  0.415
H 1.90194 2.41860 4.72238  0.384
H -4.32658 -3.70976 -2.42881  0.370
H -2.19830 -4.18368 -3.58102  0.475
H 3.54272 -3.10379 -2.43115  0.289
H 2.98588 0.42038 -1.31069  0.303
H -4.45935 -3.83647 4.34793  0.395
H 4.52876 -1.42755 1.37179  0.220
H 0.16963 0.06203 -6.40202  0.460
H 2.24229 0.45810 -2.92692  0.507
H 1.83415 4.02394 3.98532  0.543
H 1.09940 -2.52761 4.92180  0.268
H 1.14807 -7.36619 -0.19742  0.347
H 0.03009 0.70992 4.32406  0.436
H 0.34566 3.22027 4.47457  0.313
H 7.50918 -3.47078 -0.90529  0.387
H -1.90459 3.13510 -4.28392  0.530
H -3.41162 -5.15853 2.52731  0.482
H -3.80295 3.27018 -1.14913  0.587
H 5.86870 -3.83230 -2.71130  0.440
H -4.46881 -1.83309 -0.83013  0.479
H -0.25350 -2.74159 -3.21534  -0.075
H 0.81186 -0.98399 -4.27502  0.266
H -2.47610 -0.43584 -0.38406  0.215
H 1.26919 2.22806 -1.68727  0.750
H 1.33387 -3.67605 -2.33014  0.524

Output
⟨S²⟩	3.787
charge	0
HOMO energy (alpha / beta)	-6.585 / -7.278	eV
orbital gap (alpha / beta)	5.886 / 6.331	eV
DFT total energy	-5769.95300	Eh
energy above the lowest of the compared OMol25 structures with the same formula, charge and spin	1.609	eV
LUMO energy (alpha / beta)	-0.026 / -0.035	hartree
strongest force on any atom	2.15	eV/Å
multiplicity	4



Here is a molecular structure, C48H41Br2CaN13O6S2 from the Open Molecules 2025 dataset. Energies are from ωB97M-V/def2-TZVPD.

Each line ends with the Mulliken charge.
Cartesian coordinates (Å):
Br -7.01255 1.12174 -0.41311  -0.167
Br -4.04179 -5.70409 -2.64803  -0.173
Ca -0.05869 -0.42304 0.12662  2.606
S 1.02903 -2.07826 -3.44703  -0.385
S 2.82268 -2.90896 0.68811  1.286
O -0.49187 0.55248 -1.85030  -0.190
O -0.68450 5.92735 3.37883  -0.150
O 2.68970 -3.90497 -0.35811  -0.894
O 3.87787 -1.94594 0.50912  -0.678
O 1.90969 0.70137 -0.35356  -0.127
O -0.26429 -2.34692 2.55287  -0.650
N -1.69242 7.74611 4.08625  -0.496
N 3.53888 -2.56237 -2.82531  -0.072
N 3.13468 -0.86736 -4.40881  -0.069
N -0.32247 0.67284 4.67832  -0.982
N 0.87165 4.62469 -0.56627  -0.993
N -0.36990 4.51223 -1.09268  1.078
N -1.51271 -2.34505 -0.69880  0.684
N -2.60650 -0.10641 0.33284  0.365
N -0.12726 2.73872 0.15679  0.845
N 0.88318 1.15789 4.30571  0.966
N -0.10741 0.62553 2.44628  1.338
N 1.40227 -2.21708 1.00358  0.142
N -0.92974 7.23012 5.12857  -0.512
C 3.85502 1.52440 -1.34666  -2.034
C 2.70117 -1.82342 -3.56410  0.542
C 1.41754 5.82707 6.32971  -0.983
C 2.61653 -4.91673 4.69180  -0.548
C -2.82839 -2.19017 -0.86293  0.681
C -1.64196 -4.50753 -1.70406  -0.880
C 1.80158 1.66719 5.29894  -1.539
C 4.95055 -2.37551 -2.53515  -1.029
C 1.65836 2.38969 -4.85733  -1.019
C 0.60719 5.29429 5.33505  0.023
C 2.96505 -3.75934 2.23664  -0.037
C 1.65683 3.14506 5.59654  1.163
C -4.74096 -0.56375 -0.61399  -0.848
C -3.41506 -0.90704 -0.36576  0.746
C 0.99391 1.12302 2.97385  -1.179
C 0.97313 3.53541 0.16205  -0.898
C -1.77652 6.44459 -0.60314  0.940
C -0.35423 6.17414 4.66885  0.437
C 1.78896 -3.55769 2.92830  -0.116
C 2.28275 2.06874 -3.68381  -1.826
C 0.22100 1.11826 -2.73670  0.524
C -3.61772 -3.17404 -1.44060  -1.207
C -3.52474 7.95674 0.08362  -0.531
C -3.00079 -4.34060 -1.86183  -0.174
C 3.99199 -4.53429 2.73475  -0.678
C -2.02168 7.06334 1.71597  0.099
C 1.61986 1.44018 -2.60116  1.730
C -0.93642 -3.46944 -1.11179  -0.719
C 2.35960 5.01892 6.94578  -0.584
C 0.85388 -2.66222 2.16418  0.104
C -4.39644 1.44719 0.64702  -1.039
C 3.80103 -5.11205 3.98466  -0.585
C 2.48208 3.69026 6.57648  -0.864
C -1.51728 6.95913 3.08393  0.443
C -0.94506 3.39004 -0.63899  -0.825
C -0.39962 1.49296 -3.97529  -0.992
C -1.36276 6.35934 0.71817  0.008
C -3.10896 7.87274 1.40233  -0.942
C -0.87407 0.35145 3.53421  -0.977
C 2.38294 1.16719 -1.40004  0.482
C -3.08789 1.03068 0.82394  -0.872
C 4.46742 -0.41278 -4.75078  -1.205
C 0.72095 3.95271 4.97086  -0.134
C -2.86725 7.24549 -0.91455  -0.908
C 0.28500 2.08997 -4.99034  -0.576
C -1.02579 5.66891 -1.66829  -1.558
C -5.22168 0.62386 -0.09701  -0.223
C 1.59324 -4.13590 4.16861  -0.492
H 3.21908 3.06225 7.06422  0.459
H -1.84309 -0.11398 3.47253  0.579
H 3.00279 5.42802 7.71322  0.391
H 4.41319 1.04550 -2.15222  0.271
H 0.06780 3.54939 4.20707  0.596
H 4.35289 0.50357 -5.32646  0.335
H -4.68397 -3.06199 -1.55789  0.457
H 4.58294 -5.72431 4.41470  0.411
H 5.06539 -0.17622 -3.87214  0.382
H 2.49559 -5.38187 5.66141  0.408
H -3.21166 7.31475 -1.93994  0.454
H 4.90667 -4.68443 2.17715  0.502
H 3.33200 2.31206 -3.58175  0.424
H 2.19897 2.87806 -5.65703  0.432
H -0.23063 2.33444 -5.91229  0.421
H 3.05322 -3.15278 -2.15908  0.121
H 5.01083 -1.13391 -5.36534  0.391
H 1.60321 1.09608 6.20534  0.366
H 2.81837 1.43646 4.97790  0.454
H 5.13242 -1.49207 -1.91879  0.265
H 5.55283 -2.33262 -3.43962  0.412
H -1.44836 1.24098 -4.07574  0.365
H -5.39031 -1.19226 -1.20254  0.460
H 0.66620 -3.97283 4.70220  0.552
H -0.50877 5.75267 0.98160  0.776
H -2.38125 1.64280 1.37371  0.834
H 3.99305 2.60357 -1.43920  0.429
H 1.87132 1.43800 2.43046  0.582
H -4.74921 2.37764 1.06705  0.538
H -1.69790 5.33861 -2.46060  0.429
H 5.26933 -3.24233 -1.96122  0.351
H -1.93501 3.08065 -0.93555  0.480
H 0.13401 -3.54715 -0.96867  0.582
H -3.61347 8.42030 2.18667  0.513
H 2.36813 -0.39885 -4.86447  0.242
H -4.37467 8.57538 -0.17181  0.399
H -1.13369 -5.40185 -2.03154  0.504
H 1.30859 6.86835 6.59966  0.492
H -0.24270 6.27807 -2.11925  0.326
H 4.24617 1.18083 -0.39227  0.303
H 1.87645 3.29609 0.69962  0.640

Output
charge	0
HOMO energy	-7.212	eV
orbital gap	6.839	eV
DFT total energy	-9639.28328	Eh
energy above the lowest of the compared OMol25 structures with the same formula, charge and spin	0.703	eV
LUMO energy	-0.014	hartree
strongest force on any atom	0.25	eV/Å